A | A cluster of 2 separate species, C5H8N4 in total. Source: OMol25; level of theory: the ωB97M-V functional and the def2-TZVPD basis.

The value obtained for the HOMO energy (spin up / spin down) is -7.6 / -7.6 eV. For the lowest unoccupied orbital energy (spin up / spin down), the calculation gives 0.22 / 0.22 eV. The orbital gap (spin up / spin down) is 7.8 / 7.8 eV.

Structure (ORCA input):
```
! wB97M-V def2-TZVPD RIJCOSX def2/J DEFGRID3
* xyz 0 1
C -0.61 -2.05 1.37
C 2.09 -1.74 1.70
C -1.16 1.11 -0.94
C -1.05 0.66 0.52
C -0.07 0.08 -1.28
N -1.36 -2.67 2.01
N 1.94 -2.44 2.66
N 0.07 -0.21 0.15
N 0.22 -1.47 0.57
H 2.78 -1.16 1.13
H -2.12 0.92 -1.41
H -0.86 2.14 -1.11
H -0.77 1.42 1.24
H -1.92 0.10 0.90
H -0.41 -0.78 -1.87
H 0.84 0.47 -1.72
H 2.62 -2.76 3.34
*
```

Atomic partial charges in e from the Löwdin method, atoms 1 to 4: number 1, C, carries -0.439; number 2, C, carries 0.007; number 3, C, carries -0.130; number 4, C, carries -0.144



B | A cluster of 2 separate species, C5H8N4 in total. Source: OMol25; level of theory: the ωB97M-V functional and the def2-TZVPD basis.

The value obtained for the HOMO energy is -7.6 eV. For the lowest unoccupied orbital energy, the calculation gives -0.74 eV. The orbital gap is 6.8 eV.

Structure (ORCA input):
```
! wB97M-V def2-TZVPD RIJCOSX def2/J DEFGRID3
* xyz 0 1
C 1.24 -0.25 -1.51
N 1.36 0.31 -0.18
C -1.34 -0.99 0.31
C -1.59 0.29 0.44
N 1.77 -0.36 0.98
C -2.61 1.10 0.67
N -0.78 -2.06 0.43
C 0.97 1.63 -0.06
N 1.28 2.75 0.09
H 1.65 -1.37 1.05
H 1.24 0.03 1.76
H -0.78 -2.90 -0.14
H 0.23 -0.10 -1.89
H 1.85 0.35 -2.19
H 1.54 -1.30 -1.51
H -2.42 2.11 1.04
H -3.63 0.75 0.70
*
```

Atomic partial charges in e from the Löwdin method, atoms 1 to 4: number 1, C, carries -0.072; number 2, N, carries -0.277; number 3, C, carries -0.211; number 4, C, carries -0.121



C | The molecule C5H8N4. Source: OMol25; level of theory: the ωB97M-V functional and the def2-TZVPD basis.

The value obtained for the HOMO energy is -8.9 eV. For the lowest unoccupied orbital energy, the calculation gives 0.72 eV. The orbital gap is 9.6 eV.

Structure (ORCA input):
```
! wB97M-V def2-TZVPD RIJCOSX def2/J DEFGRID3
* xyz 0 1
C -3.18 0.66 0.29
C -1.81 0.05 0.03
C -1.33 -1.23 -0.38
C -0.56 0.73 0.03
C 1.83 0.11 0.11
H -3.76 0.16 1.08
H -2.87 1.67 0.81
H -3.78 0.68 -0.54
H -2.03 -2.00 -0.51
H -0.58 1.90 0.06
H 3.08 1.62 -0.34
H 1.74 1.45 -1.31
H 3.58 -0.97 0.50
N 0.00 -1.41 -0.24
N 0.43 -0.14 -0.15
N 2.02 1.49 -0.24
N 2.53 -0.86 0.59
*
```

Atomic partial charges in e from the Löwdin method, atoms 1 to 4: number 1, C, carries -0.048; number 2, C, carries -0.234; number 3, C, carries -0.117; number 4, C, carries -0.078



D | A structure of composition C5H8N4. Source: OMol25; level of theory: the ωB97M-V functional and the def2-TZVPD basis.

The value obtained for the HOMO energy (spin up / spin down) is -7.6 / -7.6 eV. For the lowest unoccupied orbital energy (spin up / spin down), the calculation gives 0.47 / 0.47 eV. The orbital gap (spin up / spin down) is 8.1 / 8.1 eV.

Structure (ORCA input):
```
! wB97M-V def2-TZVPD RIJCOSX def2/J DEFGRID3
* xyz 0 1
C 0.44 1.93 -0.53
C 0.67 -0.94 -0.27
C -0.51 -0.73 0.42
C 0.36 0.98 0.63
N 0.99 -0.75 -1.56
N -0.74 -1.17 1.73
N 0.47 1.30 1.83
C -1.43 -1.32 -0.71
N -2.26 -1.59 -1.46
H 0.41 -1.08 -2.33
H 1.94 -0.50 -1.77
H -1.69 -1.06 2.05
H -0.33 -2.06 1.96
H 0.28 0.49 2.45
H 0.20 2.93 -0.18
H 1.45 1.93 -0.94
H -0.26 1.65 -1.32
*
```

Atomic partial charges in e from the Löwdin method, atoms 1 to 4: number 1, C, carries -0.058; number 2, C, carries -0.175; number 3, C, carries -0.412; number 4, C, carries -0.279



Of them, C has the highest stability.



A | The molecule C5H8N4. Source: OMol25; level of theory: the ωB97M-V functional and the def2-TZVPD basis.

The value obtained for the HOMO energy is -7.8 eV. For the lowest unoccupied orbital energy, the calculation gives -0.10 eV. The orbital gap is 7.7 eV.

Structure (ORCA input):
```
! wB97M-V def2-TZVPD RIJCOSX def2/J DEFGRID3
* xyz 0 1
C 0.40 1.37 -1.00
C -1.88 -0.93 0.13
C 1.23 -1.03 -0.52
C 1.49 -0.52 0.87
C 0.27 0.26 1.23
H -0.11 2.31 -1.40
H 0.45 0.49 -1.52
H 1.57 1.61 -0.51
H -2.29 1.20 0.04
H -2.84 -1.25 0.80
H 2.26 -1.03 -1.12
H 2.47 -0.67 1.46
H -0.16 0.41 2.29
N -0.41 0.96 0.22
N -1.66 0.50 -0.17
N -0.93 -1.84 -0.07
N 0.15 -1.86 -0.74
*
```

Atomic partial charges in e from the Löwdin method, atoms 1 to 4: number 1, C, carries -0.056; number 2, C, carries -0.111; number 3, C, carries -0.214; number 4, C, carries -0.069



B | The molecule C5H8N4. Source: OMol25; level of theory: the ωB97M-V functional and the def2-TZVPD basis.

The value obtained for the HOMO energy is -9.4 eV. For the lowest unoccupied orbital energy, the calculation gives -0.44 eV. The orbital gap is 8.9 eV.

Structure (ORCA input):
```
! wB97M-V def2-TZVPD RIJCOSX def2/J DEFGRID3
* xyz 0 1
C 1.68 1.28 -0.75
C 0.68 0.21 0.07
C -1.15 -0.95 -0.98
C -1.57 0.11 1.32
C -0.73 0.26 -0.09
N 2.47 -0.84 0.75
N 3.23 -0.15 0.03
N 1.15 -0.86 0.86
N 2.88 0.94 -0.74
H 1.27 2.26 -1.19
H -0.81 -1.85 -0.58
H -0.74 -0.77 -1.99
H -2.19 -0.95 -0.97
H -1.44 -0.90 1.54
H -2.72 0.33 1.36
H -1.04 0.78 2.07
H -0.98 1.11 -0.71
*
```

Atomic partial charges in e from the Löwdin method, atoms 1 to 4: number 1, C, carries -0.039; number 2, C, carries -0.153; number 3, C, carries -0.050; number 4, C, carries -0.030



Of them, B has the highest stability.



A | A cluster of 3 separate species, C24H31N5O4 in total. Source: OMol25; level of theory: the ωB97M-V functional and the def2-TZVPD basis.

The value obtained for the HOMO energy is -6.8 eV. For the lowest unoccupied orbital energy, the calculation gives -0.09 eV. The orbital gap is 6.7 eV.

Structure (ORCA input):
```
! wB97M-V def2-TZVPD RIJCOSX def2/J DEFGRID3
* xyz 0 1
C -8.24 -2.17 0.17
C -6.79 -1.54 0.19
C -5.64 -2.11 -0.15
N -4.51 -1.66 -0.06
C -4.39 -0.51 0.25
N -3.30 0.17 0.55
C -2.23 -0.56 0.35
N -0.97 0.24 0.17
C 0.23 -0.34 -0.17
N 1.42 0.23 -0.14
H 1.31 1.47 0.07
C 0.13 -1.69 -0.51
C -0.93 -2.61 -0.61
C -2.16 -1.68 -0.21
C -3.44 -2.46 -0.51
O -3.69 -3.62 -0.62
H -0.94 -3.64 -0.71
C 1.42 -2.67 -0.57
O 1.47 -3.72 -0.85
N 2.59 -1.90 -0.63
C 3.83 -2.62 -0.96
H 3.56 -3.56 -1.01
H 4.47 -2.01 -1.59
C 4.59 -2.56 0.63
C 5.96 -3.26 0.12
H 6.24 -3.67 -0.69
H 5.92 -4.53 0.94
C 7.07 -2.31 0.84
H 7.08 -2.62 2.06
H 8.03 -2.64 0.46
C 6.40 -1.00 0.52
H 6.72 -0.33 1.08
H 6.59 -0.80 -0.46
O 5.00 -1.42 0.81
H 3.96 -3.05 1.25
H 2.63 -0.74 -0.48
C -0.97 1.56 0.70
H -1.73 1.55 1.94
H -0.03 1.84 1.30
C -1.53 2.76 -0.04
C -0.25 2.82 -1.03
O 0.76 3.33 -0.35
C 1.20 4.57 -0.66
C 0.40 5.40 0.21
H 0.36 5.26 1.14
H 1.02 6.48 0.13
H -0.50 5.47 -0.13
C 2.90 4.50 -0.23
H 2.88 4.45 0.67
H 3.03 5.72 -0.35
H 3.36 4.00 -0.92
H 1.24 4.97 -1.80
H 0.04 2.04 -1.86
H -0.60 3.59 -1.79
H -2.22 2.25 -0.52
H -1.58 3.64 0.63
C -5.61 0.33 0.67
C -6.89 -0.18 0.70
H -7.67 0.46 0.93
H -5.30 1.39 1.37
H -5.72 -3.29 -0.56
H -8.87 -1.61 -0.51
H -8.73 -2.17 0.99
H -8.35 -3.22 -0.17
*
```

Atomic partial charges in e from the Löwdin method, atoms 1 to 4: number 1, C, carries -0.021; number 2, C, carries -0.183; number 3, C, carries -0.092; number 4, N, carries 0.034



B | The molecule C24H31N5O4. Source: OMol25; level of theory: the ωB97M-V functional and the def2-TZVPD basis.

The value obtained for the HOMO energy is -7.9 eV. For the lowest unoccupied orbital energy, the calculation gives -0.24 eV. The orbital gap is 7.6 eV.

Structure (ORCA input):
```
! wB97M-V def2-TZVPD RIJCOSX def2/J DEFGRID3
* xyz 0 1
C 2.54 -0.01 -5.57
C 3.32 -0.08 -4.29
C 2.68 -0.43 -3.11
C 3.39 -0.47 -1.91
C 4.74 -0.15 -1.90
C 5.40 0.18 -3.07
C 4.68 0.20 -4.26
H 5.18 0.47 -5.18
C 6.87 0.49 -3.07
H 7.43 -0.38 -3.40
H 7.09 1.31 -3.75
H 7.20 0.76 -2.07
H 5.27 -0.17 -0.96
C 2.73 -0.80 -0.61
O 3.05 -0.23 0.42
N 1.82 -1.79 -0.70
H 1.65 -2.14 -1.64
C 0.86 -2.29 0.28
C -0.45 -1.54 0.21
C -0.59 -0.32 -0.39
C -1.83 0.31 -0.52
C -3.01 -0.30 -0.01
N -4.25 0.19 -0.25
C -5.29 0.17 0.75
C -5.02 1.29 1.78
N -3.66 1.21 2.23
C -2.93 2.45 2.38
C -1.62 1.97 2.98
H -1.02 1.51 2.20
H -1.05 2.78 3.44
C -2.09 0.92 3.99
H -2.26 1.38 4.96
H -1.36 0.12 4.11
C -3.40 0.39 3.40
H -4.22 0.47 4.13
H -3.31 -0.65 3.11
H -3.44 3.16 3.06
H -2.81 2.94 1.41
H -5.17 2.25 1.28
H -5.75 1.21 2.60
H -6.25 0.32 0.26
H -5.31 -0.80 1.25
H -4.22 1.08 -0.76
C -2.83 -1.54 0.64
C -1.61 -2.14 0.74
H -1.52 -3.10 1.24
H -3.69 -2.05 1.03
N -1.83 1.58 -1.13
O -0.76 2.13 -1.32
O -2.90 2.10 -1.46
H 0.27 0.20 -0.79
H 0.66 -3.33 -0.04
C 1.42 -2.36 1.72
C 0.78 -1.33 2.65
O -0.10 -1.63 3.44
N 1.28 -0.10 2.53
H 0.93 0.65 3.10
H 2.01 0.08 1.83
H 2.50 -2.21 1.70
H 1.21 -3.34 2.14
H 1.62 -0.62 -3.13
H 1.79 0.78 -5.51
H 3.19 0.19 -6.41
H 2.02 -0.95 -5.75
*
```

Atomic partial charges in e from the Löwdin method, atoms 1 to 4: number 1, C, carries -0.046; number 2, C, carries -0.260; number 3, C, carries 0.002; number 4, C, carries -0.124



Of them, B has the highest stability.



A | The molecule C4H10N4. Source: OMol25; level of theory: the ωB97M-V functional and the def2-TZVPD basis.

The value obtained for the HOMO energy is -8.4 eV. For the lowest unoccupied orbital energy, the calculation gives 0.99 eV. The orbital gap is 9.4 eV.

Structure (ORCA input):
```
! wB97M-V def2-TZVPD RIJCOSX def2/J DEFGRID3
* xyz 0 1
C 0.36 0.72 -2.22
C -1.34 -0.70 2.24
N 0.76 -1.00 -0.54
C -0.76 0.18 1.23
N 1.97 -0.56 0.05
C -0.83 0.70 -0.13
N -0.10 1.26 1.06
N -0.19 -0.07 -1.15
H 0.30 -1.73 -0.01
H 2.60 -0.26 -0.69
H 1.82 0.23 0.68
H -1.67 1.28 -0.51
H 0.85 0.04 -2.92
H 1.10 1.46 -1.88
H -0.45 1.26 -2.71
H -0.82 -1.66 2.23
H -1.21 -0.27 3.24
H -2.39 -0.88 2.03
*
```

Atomic partial charges in e from the Löwdin method, atoms 1 to 4: number 1, C, carries -0.098; number 2, C, carries -0.018; number 3, N, carries -0.128; number 4, C, carries -0.321



B | The molecule C4H10N4. Source: OMol25; level of theory: the ωB97M-V functional and the def2-TZVPD basis.

The value obtained for the HOMO energy is -8.7 eV. For the lowest unoccupied orbital energy, the calculation gives 0.85 eV. The orbital gap is 9.6 eV.

Structure (ORCA input):
```
! wB97M-V def2-TZVPD RIJCOSX def2/J DEFGRID3
* xyz 0 1
C 0.44 -1.09 2.02
C 0.91 1.33 0.08
C -0.47 1.26 -0.31
C -0.87 1.24 -1.77
H -0.46 -0.39 1.90
H -0.12 -2.06 1.96
H 1.03 -1.10 3.15
H 1.68 -1.63 0.50
H 1.51 2.29 0.20
H -1.09 2.10 0.07
H -0.94 0.41 0.24
H -1.37 2.20 -2.28
H -0.17 -1.10 -0.78
H -0.88 -2.06 -2.20
N 0.98 -0.83 0.69
N 1.70 0.40 0.48
N -1.10 0.13 -2.35
N -0.76 -1.11 -1.60
*
```

Atomic partial charges in e from the Löwdin method, atoms 1 to 4: number 1, C, carries -0.149; number 2, C, carries -0.191; number 3, C, carries -0.213; number 4, C, carries -0.216



C | The molecule C4H10N4. Source: OMol25; level of theory: the ωB97M-V functional and the def2-TZVPD basis.

The value obtained for the HOMO energy is -8.7 eV. For the lowest unoccupied orbital energy, the calculation gives 0.76 eV. The orbital gap is 9.4 eV.

Structure (ORCA input):
```
! wB97M-V def2-TZVPD RIJCOSX def2/J DEFGRID3
* xyz 0 1
C -0.03 1.19 -0.07
C 0.19 -0.32 -0.14
C -0.94 -1.14 -0.49
C 3.10 -0.16 0.45
H -1.45 2.52 -0.63
H -1.78 1.16 0.94
H 0.56 1.56 -1.03
H 0.21 1.66 0.96
H -0.57 -2.09 -0.82
H -1.42 -0.75 -1.35
H -2.82 -1.42 0.01
H -1.86 -1.54 1.24
H 2.60 -0.90 1.21
H 3.97 0.52 0.69
N -1.43 1.44 -0.24
N -2.07 -0.96 0.37
N 1.38 -0.77 -0.58
N 2.37 0.00 -0.53
*
```

Atomic partial charges in e from the Löwdin method, atoms 1 to 4: number 1, C, carries -0.318; number 2, C, carries -0.255; number 3, C, carries -0.292; number 4, C, carries -0.062



Of them, A has the highest stability.